Entry 1:
Molecular formula: C4H7OS
Method: DFT, ωB97M-V with the def2-TZVPD basis set

Structure (XYZ):
```
13
C4H7OS ωB97M-V with the def2-TZVPD basis set
C -0.66531 -1.11894 0.12136
C 0.62695 -1.10812 -0.19610
C -1.40234 0.14684 0.49076
C -0.83593 1.31172 -0.12962
O 1.30311 0.04532 -0.41335
S 2.83994 0.22567 0.22993
H -1.20070 -2.05277 0.17790
H 1.19741 -2.02529 -0.27932
H -2.40633 0.00331 0.05849
H -1.50479 0.22225 1.57862
H -0.73223 1.34197 -1.20150
H -0.55738 2.18732 0.43536
H 3.33760 0.82073 -0.87254
```

**HOMO level (alpha / beta)**: -13.578 / -13.578 eV
**Charge**: +1
**Orbital gap (alpha / beta)**: 6.7 / 6.7 eV

These are the natural (NBO) partial charges, in e, on atoms 1 to 6: -0.2291 0.1618 -0.6023 0.2200 -0.6253 0.3760


Entry 2:
Molecular formula: C4H7OS2
Method: DFT, ωB97M-V with the def2-TZVPD basis set

Structure (XYZ):
```
14
C4H7OS2 ωB97M-V with the def2-TZVPD basis set
C -1.36809 0.74198 0.86265
C 1.35312 0.24022 0.97098
C -0.16418 -0.42529 -1.87969
C 0.15212 -0.60449 0.82280
O -1.02597 1.93128 0.62563
S -2.90553 0.14964 1.03021
S -0.08050 -1.68719 -0.57267
H 2.05537 -0.26284 1.61480
H 1.08315 1.25603 1.29344
H 1.69987 0.49871 -0.02751
H -0.88144 0.36716 -1.42271
H -0.68353 -0.85008 -2.80080
H 0.79165 -0.14230 -2.17104
H -0.02604 -1.21282 1.65390
```

**2S+1**: 3
**HOMO level (alpha / beta)**: 0.240 / -3.264 eV
**Expectation value of S²**: 2.015
**Charge**: -1
**Orbital gap (alpha / beta)**: 3.2 / 5.4 eV

These are the natural (NBO) partial charges, in e, on atoms 1 to 6: -0.0344 -0.6871 -0.7678 -0.3320 -0.7649 -0.1137


Entry 3:
Molecular formula: C4H7P3
Method: DFT, ωB97M-V with the def2-TZVPD basis set

Structure (XYZ):
```
14
C4H7P3 ωB97M-V with the def2-TZVPD basis set
C -0.13577 0.72884 -0.21181
C 0.08640 -0.56833 -0.19363
C -1.52288 1.41174 0.05442
C -0.80472 -1.69828 -0.02799
P 1.31326 1.88196 -0.10545
P 2.73992 -1.55753 -0.04979
P 2.82106 0.45895 0.04026
H -1.95755 0.97234 0.86756
H -2.01593 1.24103 -0.93111
H -1.48986 2.44067 0.16304
H -0.62974 -2.69161 -0.64179
H -1.70688 -1.49892 -0.43926
H -0.74744 -2.10501 0.95607
H 4.05014 0.98416 0.51948
```

**HOMO level (alpha / beta)**: -7.286 / -7.289 eV
**Orbital gap (alpha / beta)**: 6.3 / 6.3 eV

These are the natural (NBO) partial charges, in e, on atoms 1 to 6: -0.4310 0.1353 -0.6041 -0.7297 0.1402 -0.0692


Entry 4:
Molecular formula: C4H7P3
Method: DFT, ωB97M-V with the def2-TZVPD basis set

Structure (XYZ):
```
14
C4H7P3 ωB97M-V with the def2-TZVPD basis set
H 0.55574 -2.31112 1.86725
P 0.67565 -0.93214 2.14726
C 0.53774 -0.41065 0.57059
C 0.25638 -1.03481 -0.73674
C -1.13425 -0.65012 -1.24982
C 0.57945 1.39560 0.50706
P 0.73809 2.65877 -0.56024
P 1.09244 2.69963 1.62845
H 0.32290 -2.12381 -0.63717
H 1.00680 -0.70993 -1.46506
H -1.32447 -1.13227 -2.20501
H -1.90015 -0.95974 -0.54072
H -1.20315 0.42691 -1.38452
H -0.20318 3.08368 2.05867
```

**HOMO level**: -8.588 eV
**Structure (SMILES)**: [H]/P=C(\CC)C1=P#[PH]1
**Orbital gap**: 8.0 eV

These are the natural (NBO) partial charges, in e, on atoms 1 to 6: -0.0591 0.4770 -0.3393 -0.4910 -0.5889 -0.7522


Entry 5:
Molecular formula: C4H8
Method: DFT, ωB97M-V with the def2-TZVPD basis set

Structure (XYZ):
```
12
C4H8 ωB97M-V with the def2-TZVPD basis set
C 0.58870 3.12184 1.09070
C 1.89250 3.48528 0.78944
H -0.10655 2.66294 0.37848
H 0.21753 3.33503 2.09966
H 2.31772 3.28705 -0.20107
H 2.56424 3.87260 1.56402
C -1.65049 -3.63053 -1.36718
C -0.86121 -2.92341 -0.54826
H -2.74144 -3.61999 -1.26267
H -1.21953 -4.26894 -2.14686
H -1.22427 -2.32994 0.29861
H 0.22278 -2.99194 -0.69486
```

**HOMO level**: -9.942 eV
**Structure (SMILES)**: C=C.C=C
**Orbital gap**: 11.1 eV

These are the natural (NBO) partial charges, in e, on atoms 1 to 6: -0.3913 -0.3918 0.1992 0.1925 0.1944 0.1970


Entry 6:
Molecular formula: C4H8
Method: DFT, ωB97M-V with the def2-TZVPD basis set

Structure (XYZ):
```
12
C4H8 ωB97M-V with the def2-TZVPD basis set
C -0.31204 -0.76124 -0.38976
C -0.22209 0.05277 0.89977
C -0.24070 1.60198 0.83328
C 0.70114 -1.44259 -1.16184
H -1.37511 -1.04137 -0.44470
H -0.97592 -0.36713 1.64017
H -0.16491 2.24929 1.70716
H 0.81625 1.03848 0.47511
H -0.64665 2.17152 0.00285
H 0.78766 -2.54595 -1.00708
H 1.62610 -0.92136 -1.41513
H 0.00627 -0.03440 -1.13983
```

**HOMO level**: -6.355 eV
**Orbital gap**: 5.3 eV

These are the natural (NBO) partial charges, in e, on atoms 1 to 6: -0.5486 -0.1781 -0.6496 -0.4917 0.2792 0.1618


Entry 7:
Molecular formula: C4H8B2
Method: DFT, ωB97M-V with the def2-TZVPD basis set

Structure (XYZ):
```
14
C4H8B2 ωB97M-V with the def2-TZVPD basis set
B 0.95188 1.57883 0.62379
C 1.46231 1.21210 -0.74535
C 1.86002 0.94257 -1.85171
H 1.46810 1.13080 1.57678
H 0.22530 2.49420 0.73919
H 2.18728 0.71306 -2.82461
B -0.79209 -1.38604 -0.93191
C -0.80053 -0.55765 0.36697
C -1.36705 -0.94343 1.50979
H -1.05628 -2.52578 -0.87874
H -0.54006 -0.88728 -1.95831
H -0.35780 0.44109 0.37835
H -1.86709 -1.89735 1.60614
H -1.37400 -0.31511 2.38962
```

**HOMO level**: -10.117 eV
**Structure (SMILES)**: BC#C.BC=C
**Orbital gap**: 9.8 eV

These are the natural (NBO) partial charges, in e, on atoms 1 to 6: 0.2424 -0.3198 -0.1656 -0.0362 -0.0330 0.2321


Entry 8:
Molecular formula: C4H8B2
Method: DFT, ωB97M-V with the def2-TZVPD basis set

Structure (XYZ):
```
14
C4H8B2 ωB97M-V with the def2-TZVPD basis set
C 0.58398 -0.25554 -2.03536
C -0.31854 -0.19891 -1.09269
C -1.08679 -0.16440 -0.03583
C -2.17044 -0.73504 0.45849
H 0.34288 -0.24326 -3.00262
H 1.63200 -0.06936 -1.87499
H -2.35730 -0.45193 1.51978
H -2.94875 -1.25385 -0.12963
B 0.36274 1.15796 0.97811
B 1.65552 -0.18808 1.04362
H -0.26932 1.67159 1.80281
H 0.60176 1.77894 0.02819
H 2.67839 -0.13985 0.51604
H 1.29388 -0.90828 1.82408
```

**HOMO level**: -8.639 eV
**Structure (SMILES)**: C=C=C=C.BB
**Orbital gap**: 7.7 eV

These are the natural (NBO) partial charges, in e, on atoms 1 to 6: -0.4608 0.2242 -0.1494 -0.3212 0.2331 0.2515


Entry 9:
Molecular formula: C4H8Br2O3S
Method: DFT, ωB97M-V with the def2-TZVPD basis set

Structure (XYZ):
```
18
C4H8Br2O3S ωB97M-V with the def2-TZVPD basis set
C 0.53420 -2.32133 0.90984
C 0.17129 2.50483 -0.70587
C 0.86642 -1.33112 -0.07112
C -0.97436 -0.33324 -0.74446
O -0.29185 1.03635 1.44646
O -2.28236 1.78169 0.15558
O 1.59738 -0.25942 0.30184
S -0.91352 1.29295 0.16630
Br -1.11087 -0.13679 -2.60693
Br -2.48380 -1.34489 -0.04018
H 0.25232 -1.98018 1.87692
H 1.44847 -2.81491 1.16182
H -0.30759 -2.79837 0.55603
H 1.05406 2.14170 -1.26624
H -0.50518 3.12671 -1.39138
H 0.47866 3.06718 0.12602
H 1.04603 -1.61644 -1.02611
H 1.42069 -0.01471 1.15147
```

**HOMO level**: -8.752 eV
**Orbital gap**: 9.2 eV

These are the natural (NBO) partial charges, in e, on atoms 1 to 6: -0.7241 -0.8498 0.3544 -0.6580 -0.9778 -0.9278


Entry 10:
Molecular formula: C4H8BrClO3S
Method: DFT, ωB97M-V with the def2-TZVPD basis set

Structure (XYZ):
```
18
C4H8BrClO3S ωB97M-V with the def2-TZVPD basis set
C 0.21936 -2.43285 1.48638
C 0.65580 0.89715 -2.40105
C -0.36294 -1.31743 0.62799
C 0.35423 -0.19534 0.28570
O 0.21269 2.33456 -0.08751
O -1.58454 0.95411 -0.92676
O -1.59010 -1.61566 0.01130
S -0.17170 1.10298 -0.76443
Cl -0.92651 3.87031 2.57356
Br 2.24864 -0.08607 0.55774
H 0.85221 -3.20619 1.02911
H -0.75441 -2.90544 1.81090
H 0.79599 -2.00964 2.31888
H 0.32233 -0.12724 -2.58736
H 0.16020 1.56064 -3.06080
H 1.64632 1.04609 -2.26900
H -0.23811 2.98937 1.91912
H -1.83947 -0.85936 -0.52378
```

**HOMO level**: -9.656 eV
**Orbital gap**: 9.9 eV

These are the natural (NBO) partial charges, in e, on atoms 1 to 6: -0.6869 -0.7944 0.4101 -0.5631 -0.9486 -0.9710


Entry 11:
Molecular formula: C4H8BrN2
Method: DFT, ωB97M-V with the def2-TZVPD basis set

Structure (XYZ):
```
15
C4H8BrN2 ωB97M-V with the def2-TZVPD basis set
C -0.23802 2.18373 0.38115
C -0.73587 0.42157 -1.04578
C 1.14231 1.79434 0.56200
C 0.32215 -1.40016 0.26365
N -1.12429 1.64294 -0.33717
N 0.49481 -0.27650 -0.55672
Br 2.47061 2.36042 -0.68793
H -0.39143 3.07434 0.96967
H -1.66527 -0.27833 -0.98223
H -0.72303 0.90375 -2.07002
H 1.65159 1.58116 1.46737
H 1.03616 -1.56395 1.11634
H -0.65767 -1.27763 0.67254
H 0.39134 -2.29131 -0.38546
H 1.00158 -0.40934 -1.48238
```

**HOMO level**: -14.627 eV
**Charge**: +1
**Orbital gap**: 8.1 eV

These are the natural (NBO) partial charges, in e, on atoms 1 to 6: -0.0666 -0.1406 0.0483 -0.4380 -0.2564 -0.5155


Entry 12:
Molecular formula: C4H8BrN2O
Method: DFT, ωB97M-V with the def2-TZVPD basis set

Structure (XYZ):
```
16
C4H8BrN2O ωB97M-V with the def2-TZVPD basis set
C -0.71130 -3.14547 -0.02227
C -0.53071 0.56533 0.76831
C 1.74114 -0.13200 0.79308
C 0.84050 1.03038 -1.15942
N -1.56851 -3.94824 0.07203
N 0.80766 0.50122 0.16073
O -0.10027 -2.16037 -0.26554
Br 3.34736 -0.44428 0.01958
H -0.44354 0.12650 1.85044
H -0.82787 1.70991 0.77905
H 1.60062 -0.49402 1.89551
H 1.40766 0.50958 -1.90428
H -0.17066 1.22386 -1.75668
H 1.50716 1.96367 -1.11478
H -2.06207 -4.66077 0.63329
H -1.29644 -0.01972 0.23796
```

**HOMO level**: -14.529 eV
**Charge**: +1
**Orbital gap**: 10.0 eV

These are the natural (NBO) partial charges, in e, on atoms 1 to 6: 0.8583 -0.4192 0.1051 -0.4871 -0.7089 -0.2919


no.,largest force on an atom (eV Å⁻¹),electronic energy (eV)
1,1.6,-17133.1403
2,3.8,-27975.8703
3,4.9,-32122.4571
4,4.5,-32124.0892
5,2.9,-4275.6236
6,5.0,-4269.0068
7,0.7,-5625.9214
8,4.1,-5623.2619
9,5.1,-161337.0309
10,4.5,-103818.8897
11,5.5,-77289.7759
12,4.1,-79339.6160